{
  "formula": "C36H35Cl2N6O6S2Ti",
  "method": "ωB97M-V with the def2-TZVPD basis set",
  "spin_multiplicity": 2,
  "lumo_energy_ev": [3.77, 3.77],
  "energy_ha": -4739.06494,
  "homo_energy_ha": [-0.009, -0.058],
  "orbital_gap_ev": [4.00, 5.35],
  "max_force_ev_per_a": 0.43,
  "total_charge": -2,
  "e_above_lowest_kcal_mol": 8.2,
  "symbols": ["Ti", "O", "N", "N", "O", "C", "C", "C", "C", "C", "C", "H", "H", "H", "H", "H", "Cl", "C", "C", "C", "C", "N", "C", "H", "H", "H", "H", "C", "H", "H", "Cl", "C", "C", "C", "C", "C", "C", "C", "H", "H", "H", "H", "H", "H", "C", "C", "C", "C", "C", "C", "C", "S", "O", "O", "N", "C", "C", "C", "O", "O", "H", "H", "H", "H", "H", "H", "H", "H", "H", "H", "H", "H", "N", "C", "N", "C", "C", "C", "C", "C", "C", "S", "H", "H", "H", "H", "H", "H"],
  "coordinates": [[-0.97, -0.30, -0.01], [-0.70, 1.38, 1.38], [-0.75, 2.55, 0.89], [-0.80, 2.55, -0.38], [-0.80, 1.47, -1.10], [-0.87, 3.81, -1.06], [-0.81, 3.80, -2.45], [-0.86, 5.00, -3.13], [-0.96, 6.20, -2.45], [-1.01, 6.20, -1.06], [-0.96, 5.00, -0.36], [-0.72, 2.85, -2.95], [-0.81, 4.99, -4.21], [-0.99, 7.14, -2.99], [-1.08, 7.13, -0.51], [-0.99, 4.99, 0.72], [-3.52, -4.44, 2.97], [-2.00, -3.78, 2.38], [-0.84, -4.57, 2.47], [0.33, -3.91, 2.02], [0.29, -2.65, 1.51], [-0.87, -1.89, 1.37], [-2.01, -2.51, 1.89], [-0.85, -5.58, 2.85], [1.30, -4.40, 2.07], [1.18, -2.16, 1.15], [-2.92, -1.94, 1.85], [-2.85, -0.26, -0.09], [-3.53, -1.12, -0.03], [-3.39, 0.64, -0.39], [-4.96, -5.48, -3.09], [-3.67, -4.34, -2.70], [-2.78, -4.63, -1.69], [-1.77, -3.73, -1.39], [-1.62, -2.52, -2.09], [-0.58, -1.55, -1.74], [-2.55, -2.27, -3.11], [-3.57, -3.16, -3.42], [-2.88, -5.54, -1.12], [-1.08, -3.95, -0.58], [-0.35, -0.85, -2.55], [0.35, -2.07, -1.44], [-2.48, -1.34, -3.66], [-4.28, -2.94, -4.21], [-1.54, -2.73, 5.55], [-0.77, -1.44, 5.52], [-1.06, -0.45, 4.59], [-0.35, 0.74, 4.56], [0.70, 0.92, 5.45], [1.02, -0.05, 6.38], [0.28, -1.22, 6.42], [1.69, 2.39, 5.36], [2.52, 2.42, 6.54], [0.81, 3.48, 5.06], [2.71, 2.22, 4.10], [2.22, 2.17, 2.71], [2.14, 0.77, 2.13], [2.00, 0.78, 0.61], [2.55, 1.69, -0.03], [1.37, -0.22, 0.09], [-2.57, -2.58, 5.25], [-1.52, -3.17, 6.55], [-1.11, -3.45, 4.85], [-1.86, -0.61, 3.87], [-0.59, 1.49, 3.81], [1.84, 0.12, 7.07], [0.52, -1.99, 7.15], [3.47, 1.59, 4.33], [2.89, 2.77, 2.09], [1.25, 2.65, 2.69], [1.34, 0.18, 2.57], [3.08, 0.23, 2.34], [2.95, -0.75, -2.20], [2.90, -0.26, -3.45], [1.89, 0.36, -3.98], [2.17, 0.72, -5.28], [1.29, 1.41, -6.12], [1.69, 1.71, -7.41], [2.94, 1.33, -7.89], [3.83, 0.65, -7.07], [3.44, 0.35, -5.77], [4.30, -0.48, -4.51], [2.31, -0.38, -1.47], [3.85, -1.01, -1.86], [0.32, 1.68, -5.74], [1.00, 2.23, -8.07], [3.23, 1.58, -8.91], [4.81, 0.36, -7.43]],
  "lowdin_spin": [0.075, 0.002, 0.001, 0.000, 0.002, 0.000, 0.000, 0.000, 0.000, 0.000, 0.000, 0.000, 0.000, 0.000, 0.000, 0.000, 0.000, 0.057, 0.284, 0.066, 0.120, 0.226, 0.130, 0.026, -0.001, 0.006, 0.006, -0.019, -0.001, -0.002, 0.000, 0.000, 0.000, 0.000, 0.000, 0.001, 0.000, 0.000, 0.000, 0.000, 0.001, 0.001, 0.000, 0.000, 0.005, 0.000, 0.003, 0.000, 0.001, 0.000, 0.001, 0.000, 0.000, 0.000, 0.000, 0.000, 0.000, 0.000, 0.000, 0.000, 0.001, 0.000, 0.005, 0.001, 0.000, 0.000, 0.000, 0.000, 0.000, 0.000, 0.000, 0.000, 0.000, 0.000, 0.000, 0.000, 0.000, 0.000, 0.000, 0.000, 0.000, 0.000, 0.000, 0.000, 0.000, 0.000, 0.000, 0.000]
}



{
  "formula": "C36H35N3O4",
  "method": "ωB97M-V with the def2-TZVPD basis set",
  "lumo_energy_ev": 0.64,
  "energy_ha": -1858.05026,
  "homo_energy_ha": -0.264,
  "orbital_gap_ev": 7.81,
  "smiles": "CCCCn1c(-c2ccccc2)nc(-c2ccccc2)c1CN(Cc1ccc2c(c1)OCO2)Cc1ccc2c(c1)OCO2",
  "max_force_ev_per_a": 1.35,
  "total_charge": 0,
  "e_above_lowest_kcal_mol": 0.1,
  "symbols": ["C", "C", "C", "H", "C", "N", "C", "N", "C", "C", "C", "N", "C", "C", "C", "C", "C", "C", "C", "H", "O", "C", "O", "H", "H", "H", "H", "H", "H", "C", "C", "C", "C", "C", "C", "C", "H", "O", "C", "O", "H", "H", "H", "H", "H", "H", "H", "H", "C", "C", "C", "C", "C", "C", "H", "H", "H", "H", "H", "C", "C", "C", "C", "C", "C", "H", "H", "H", "H", "H", "H", "H", "H", "H", "H", "H", "H", "H"],
  "coordinates": [[2.63, 2.60, 1.75], [1.41, 2.09, 2.51], [0.08, 2.62, 1.96], [0.16, 3.70, 1.82], [-0.35, 1.98, 0.63], [-0.92, 0.67, 0.80], [-2.25, 0.38, 1.02], [-2.42, -0.92, 1.13], [-1.21, -1.51, 0.99], [-0.26, -0.53, 0.75], [1.18, -0.68, 0.40], [1.37, -1.57, -0.74], [2.71, -2.15, -0.77], [3.82, -1.13, -0.87], [4.24, -0.68, -2.11], [5.19, 0.34, -2.25], [5.69, 0.89, -1.10], [5.28, 0.43, 0.16], [4.35, -0.57, 0.29], [4.07, -0.92, 1.27], [5.93, 1.13, 1.13], [6.77, 2.05, 0.46], [6.61, 1.89, -0.94], [7.82, 1.86, 0.73], [6.50, 3.08, 0.74], [5.51, 0.68, -3.22], [3.84, -1.13, -3.01], [2.74, -2.84, -1.62], [2.83, -2.74, 0.14], [1.02, -0.94, -2.00], [-0.46, -0.65, -2.12], [-1.37, -1.69, -2.06], [-2.74, -1.47, -2.16], [-3.16, -0.17, -2.33], [-2.25, 0.88, -2.40], [-0.90, 0.66, -2.31], [-0.20, 1.49, -2.39], [-2.92, 2.06, -2.56], [-4.29, 1.72, -2.62], [-4.43, 0.32, -2.47], [-4.71, 2.02, -3.59], [-4.83, 2.23, -1.81], [-3.45, -2.28, -2.11], [-1.01, -2.69, -1.90], [1.29, -1.63, -2.80], [1.58, 0.00, -2.16], [1.64, 0.30, 0.21], [1.71, -1.12, 1.25], [-1.11, -2.96, 1.03], [0.06, -3.64, 1.36], [0.09, -5.02, 1.37], [-1.05, -5.75, 1.06], [-2.22, -5.08, 0.76], [-2.26, -3.70, 0.75], [-3.17, -3.17, 0.52], [-3.12, -5.65, 0.53], [-1.02, -6.83, 1.07], [1.01, -5.53, 1.62], [0.95, -3.09, 1.62], [-3.39, 1.28, 1.04], [-4.62, 0.70, 0.69], [-5.78, 1.45, 0.65], [-5.74, 2.80, 0.95], [-4.54, 3.38, 1.32], [-3.38, 2.63, 1.37], [-2.48, 3.12, 1.71], [-4.51, 4.43, 1.58], [-6.64, 3.39, 0.91], [-6.71, 0.98, 0.37], [-4.63, -0.35, 0.45], [0.51, 1.91, -0.04], [-1.09, 2.61, 0.14], [-0.69, 2.43, 2.71], [1.40, 1.00, 2.52], [1.50, 2.42, 3.55], [3.54, 2.19, 2.18], [2.68, 3.69, 1.79], [2.60, 2.31, 0.70]],
  "lowdin_charge": [-0.100, -0.244, -0.174, 0.117, -0.138, 0.046, -0.235, 0.185, -0.194, -0.127, -0.122, -0.123, -0.143, -0.208, -0.048, 0.017, -0.204, -0.203, 0.042, 0.126, 0.024, -0.158, 0.036, 0.140, 0.140, 0.119, 0.111, 0.127, 0.117, -0.140, -0.205, -0.034, 0.021, -0.209, -0.200, 0.039, 0.124, 0.034, -0.157, 0.027, 0.140, 0.123, 0.120, 0.122, 0.131, 0.123, 0.104, 0.114, -0.161, -0.031, -0.086, -0.099, -0.084, -0.038, 0.102, 0.100, 0.097, 0.100, 0.094, -0.126, -0.032, -0.085, -0.097, -0.082, -0.030, 0.086, 0.103, 0.101, 0.108, 0.111, 0.106, 0.121, 0.109, 0.095, 0.109, 0.068, 0.076, 0.059]
}